# C2H6OS2

2 unconnected molecules or ions with the total composition C2H6OS2 in a non-equilibrium geometry (ωB97M-V with the def2-TZVPD basis set, OMol25).

Properties
HOMO energy (spin up / spin down) in eV: -10.32 / -10.32
Relative energy (zero: lowest compared OMol25 entry of this formula, charge and spin) in eV: 1.1068
Frontier orbital gap (spin up / spin down) in eV: 4.43 / 1.30
Total charge: +1
Molecular weight in g/mol: 110.20
Multiplicity: 2
Strongest force on any atom in Eh/bohr: 0.0270

CARTESIAN COORDINATES (ANGSTROEM)
S1 -4.963 1.988 -3.895
S2 -5.318 3.961 -3.502
H1 -4.753 1.947 -5.240
H2 -5.293 3.719 -2.172
C1 2.123 -1.008 2.311
C2 3.265 -1.668 2.303
O1 3.419 -2.657 1.378
H3 1.681 -0.256 2.931
H4 1.437 -1.360 1.547
H5 4.117 -1.542 2.958
H6 4.284 -3.123 1.380